Record 1
Computed, not measured: a molecular structure, C36H47GeN3PTc, with the ωB97M-V functional and the def2-TZVPD basis.

Structure (ORCA input):
```
! RIJCOSX wB97M-V def2-TZVPD def2/J DEFGRID3
* xyz 3 4
Tc -0.620 0.312 1.034
Ge -3.095 0.556 0.028
P 1.897 -0.500 -1.059
N -0.149 0.200 3.132
N 0.006 1.277 3.737
N 0.465 -0.341 -0.126
C -0.443 2.262 1.557
C -0.015 -3.498 5.073
C -0.126 4.790 2.733
C 0.140 -2.333 5.821
C 0.020 3.649 3.517
C 2.941 0.718 -3.373
C -3.722 -2.920 -2.149
C -3.521 2.296 -2.203
C -3.390 -1.612 -1.868
C -0.579 3.415 0.797
C -0.240 -2.197 3.077
C -3.254 -1.224 -0.521
C 0.545 -0.008 -3.440
C -0.428 4.673 1.386
C -3.905 -3.837 -1.107
C -0.207 -3.431 3.698
C 2.842 -2.673 -2.575
C -4.490 4.481 -1.962
C -3.981 3.467 -2.773
C -3.744 -3.462 0.224
C 4.637 -0.472 -0.517
C -3.578 2.149 -0.806
C 1.164 1.999 -2.127
C -3.397 -2.156 0.528
C 1.642 0.603 -2.556
C -4.536 4.343 -0.576
C 0.453 -2.817 -1.782
C 3.118 -0.493 1.485
C 3.328 1.570 0.135
C 1.872 -2.341 -1.428
C -0.135 2.406 2.932
C -0.085 -1.036 3.830
C 2.291 -3.106 -0.165
C 3.302 0.038 0.057
C 0.104 -1.095 5.208
C -4.059 3.187 0.013
H -0.373 -2.135 1.996
H 0.067 -2.402 -2.706
H -4.943 5.135 0.038
H 0.216 -0.184 5.779
H 0.633 2.445 -2.969
H 4.731 -1.554 -0.467
H 4.082 1.847 0.874
H 3.238 -1.568 1.570
H -0.827 3.353 -0.256
H 3.616 2.036 -0.802
H 3.339 -2.973 0.088
H -4.085 3.081 1.091
H 3.890 -0.029 2.101
H -3.269 -0.906 -2.679
H 0.349 0.699 -4.248
H 3.291 -0.239 -3.753
H 3.744 1.198 -2.820
H -0.327 -4.338 3.121
H -3.856 -3.227 -3.178
H 2.144 -4.168 -0.370
H -4.179 -4.858 -1.343
H 0.287 -2.395 6.890
H 2.157 -0.211 1.916
H 2.724 1.351 -4.236
H 0.474 1.959 -1.285
H -4.858 5.391 -2.418
H 0.014 -4.460 5.566
H -0.004 5.768 3.178
H 5.434 -0.050 0.098
H 1.674 -2.851 0.699
H 4.816 -0.151 -1.541
H 1.979 2.667 -1.871
H 2.374 1.989 0.468
H 0.844 -0.944 -3.902
H 2.480 -2.333 -3.543
H -3.023 0.603 1.596
H -0.256 -2.624 -0.977
H 0.511 -3.899 -1.918
H 0.249 3.714 4.573
H -3.271 -1.867 1.566
H -3.958 3.591 -3.847
H -3.893 -4.176 1.023
H -0.546 5.564 0.783
H 2.930 -3.760 -2.631
H -3.145 1.503 -2.838
H 3.843 -2.278 -2.413
H -0.389 -0.156 -2.892
*
```

The gap between HOMO and LUMO (alpha / beta) comes out at 6.32 / 4.89 eV. The calculation puts the LUMO energy (alpha / beta) at -0.380 / -0.433 Eh. As for the largest force on an atom: 0.71 eV/A. The expectation value of S² is 3.7979. As for the HOMO energy (alpha / beta): -16.653 / -16.666 eV.

Results of the Löwdin charge analysis, in e, for atoms 1 through 8: 1.36 1.06 1.11 -0.09 0.14 -0.33 -0.26 -0.02

---

Record 2
Computed, not measured: a molecular structure, C36H47HfN5P2 at a distorted geometry, with the ωB97M-V functional and the def2-TZVPD basis.

Structure (ORCA input):
```
! RIJCOSX wB97M-V def2-TZVPD def2/J DEFGRID3
* xyz 2 1
Hf -0.265 -1.524 1.588
P 1.640 -1.221 -2.450
P -2.000 -0.048 -2.378
N -3.463 -0.663 -3.228
N 0.568 0.770 6.556
N 2.300 -2.456 -3.690
N 2.959 -0.084 -2.845
N -2.038 1.574 -3.230
C 2.781 -3.620 -5.608
C -1.220 1.288 0.485
C 5.055 0.831 -2.852
C 0.168 0.685 0.063
C 0.043 3.246 2.527
C -1.077 2.296 2.806
C -0.967 -1.029 -3.579
C -4.540 -2.439 -4.167
C -1.779 3.726 -3.998
C 3.010 -4.481 -4.495
C -0.873 -0.342 4.919
C 1.012 -0.417 7.227
C -1.488 1.338 1.944
C -5.171 -1.219 -4.625
C 1.255 0.395 1.139
C 2.707 -3.743 -3.336
C -3.515 -2.071 -3.324
C 3.167 0.550 -4.075
C 4.434 1.114 -4.102
C 0.982 2.015 7.148
C 2.426 -2.361 -5.080
C 4.143 0.079 -2.106
C -1.848 -0.550 5.933
C -2.826 -2.378 4.680
C 1.725 1.423 1.938
C -1.985 2.943 -2.850
C -2.822 -1.566 5.810
C 1.369 2.849 1.774
C -1.876 -2.187 3.656
C 0.449 -0.450 -3.622
C -0.949 -1.113 3.716
C -4.466 -0.146 -4.054
C -1.954 1.556 -4.629
C 0.174 0.712 5.161
C -1.714 2.826 -5.127
C 1.527 -1.934 2.677
H -1.015 -2.109 -3.360
H 2.761 -4.016 -2.284
H -1.824 0.039 6.874
H 2.332 1.176 2.794
H 0.145 -0.974 7.616
H 2.008 1.941 7.551
H -1.544 3.003 -6.192
H 1.942 -0.382 0.708
H 1.611 -1.466 3.683
H 1.046 0.495 4.535
H 6.064 1.112 -2.558
H 0.645 1.304 -0.728
H -6.056 -1.155 -5.246
H -2.123 0.634 -5.187
H -1.714 2.450 3.692
H -0.078 -0.237 -0.543
H 2.863 -3.864 -6.661
H 1.248 3.234 0.759
H 0.929 2.845 6.428
H -2.755 -2.648 -2.812
H 4.856 1.635 -4.954
H 0.323 2.237 8.012
H -3.555 -3.185 4.566
H 2.128 3.465 2.271
H 3.379 -5.502 -4.521
H -4.824 -3.472 -4.365
H 0.427 0.629 -3.392
H -2.021 0.645 0.056
H -3.575 -1.727 6.605
H 0.785 -0.524 -4.668
H 1.507 -3.016 2.877
H -1.382 2.274 0.002
H 2.476 -1.753 2.146
H 1.617 -0.105 8.093
H -1.744 4.823 -4.007
H 4.226 -0.337 -1.108
H -0.167 1.710 4.873
H 2.391 0.592 -4.821
H -4.622 0.925 -4.172
H -0.335 4.112 1.965
H -1.385 -0.997 -4.593
H 0.342 3.671 3.497
H 2.282 -1.424 -5.600
H 1.620 -1.082 6.590
H -1.917 -2.944 2.835
H -2.205 3.265 -1.829
H -2.171 0.528 2.269
*
```

The gap between HOMO and LUMO comes out at 3.51 eV. The calculation puts the LUMO energy at -0.314 Eh. As for the largest force on an atom: 5.37 eV/A. As for the HOMO energy: -12.043 eV.

Results of the Löwdin charge analysis, in e, for atoms 1 through 8: 1.76 1.11 1.15 -0.28 -0.30 -0.24 -0.28 -0.23

---

Record 3
Computed, not measured: a molecular structure, C36H47IrN5P2 at a distorted geometry, with the ωB97M-V functional and the def2-TZVPD basis.

Structure (ORCA input):
```
! RIJCOSX wB97M-V def2-TZVPD def2/J DEFGRID3
* xyz 2 6
Ir 0.313 0.513 0.204
P 2.121 -0.556 -0.629
P -1.367 -0.422 -0.882
N -1.973 0.258 4.603
N 3.610 0.751 -1.058
N -2.448 1.198 -0.960
N -2.680 -1.283 -0.075
N 3.202 -1.444 0.408
C 0.199 -0.986 1.893
C 4.762 0.496 -1.786
C -1.974 1.255 -3.795
C 3.626 2.110 -0.783
C 0.913 -3.177 2.683
C 0.933 0.482 -4.308
C -0.931 0.550 3.643
C -2.727 3.450 -0.872
C -4.027 -2.473 1.305
C 0.479 -2.335 1.640
C -0.296 -0.375 -4.668
C 4.791 2.693 -1.264
C -1.718 0.347 5.999
C -4.735 -2.219 0.086
C -1.519 -0.010 -3.864
C 5.537 1.657 -1.888
C 3.576 -1.179 1.732
C 0.417 1.824 -2.202
C 0.326 -1.485 4.275
C -0.120 -0.652 3.234
C -0.245 2.937 -2.959
C -3.233 -0.287 4.221
C 0.872 -2.745 4.009
C -3.672 1.493 -1.517
C -0.397 -1.821 -1.646
C -1.900 2.383 -0.521
C 1.177 -1.846 -1.607
C 1.046 1.855 1.585
C 1.066 0.851 -2.865
C -2.773 -1.881 1.179
C 3.914 -2.572 -0.012
C 4.689 -3.036 1.047
C 4.462 -2.160 2.162
C -3.880 -1.541 -0.764
C -1.211 2.499 -4.094
C -3.880 2.881 -1.464
H 1.690 1.371 2.339
H 4.946 -0.490 -2.174
H 5.047 3.741 -1.178
H -5.752 -2.484 -0.145
H -2.616 0.713 6.509
H 0.253 -1.137 5.310
H -2.237 -0.832 -3.719
H -0.983 2.388 0.073
H -1.403 1.002 2.760
H -0.469 -0.251 -5.754
H -3.979 -1.249 -1.797
H -0.056 -1.436 -4.538
H 0.392 -2.743 0.629
H 1.297 -4.172 2.433
H 1.500 -2.810 -1.196
H -1.942 3.310 -4.259
H -0.883 1.024 6.205
H 2.053 0.511 -2.495
H -3.555 0.139 3.262
H -3.059 1.401 -3.820
H 0.189 2.325 2.110
H 5.335 -3.897 1.008
H -1.478 -0.628 6.450
H 4.901 -2.254 3.151
H -4.375 -3.028 2.156
H -0.747 -1.857 -2.683
H -1.946 -1.864 1.869
H -0.242 1.269 4.123
H -0.785 -2.724 -1.143
H -0.757 3.643 -2.295
H -3.193 -1.386 4.110
H 0.635 2.050 -1.118
H 0.541 3.539 -3.456
H -4.762 3.409 -1.802
H -4.322 0.724 -1.896
H -3.958 -0.041 5.013
H 3.802 -2.918 -1.024
H 1.609 2.652 1.079
H 0.965 1.370 -4.962
H 3.178 -0.327 2.254
H -0.637 2.399 -5.035
H 1.591 -1.784 -2.620
H -2.472 4.500 -0.771
H 1.829 -0.107 -4.576
H 2.813 2.587 -0.270
H 1.219 -3.391 4.827
H 6.501 1.747 -2.367
*
```

The gap between HOMO and LUMO (alpha / beta) comes out at 6.43 / 3.94 eV. The calculation puts the LUMO energy (alpha / beta) at -0.205 / -0.310 Eh. As for the largest force on an atom: 3.85 eV/A. The expectation value of S² is 8.7763. As for the HOMO energy (alpha / beta): -12.018 / -12.374 eV.

Results of the Löwdin charge analysis, in e, for atoms 1 through 8: 0.82 1.01 0.87 -0.09 -0.17 -0.16 -0.23 -0.26